The following is a quantum chemistry calculation of C38H49BrCl3F6N3O5PS2Tl as an isolated structure at a distorted geometry, from the OMol25 dataset.

Calculated values
- 2S+1 = 1
- total charge = +2
- E_tot (eV) = -214459.8590
- HOMO-LUMO gap (eV) = 4.966
- strongest force on any atom (eV Å⁻¹) = 1.05

Structure (XYZ):
```
109
Properties=species:S:1:pos:R:3:mulliken_charge:R:1
Tl 0.59 0.00 -0.20 2.7908
O 5.59 -1.58 -4.12 -0.5008
C 4.65 -1.24 -3.24 0.7099
C 4.69 -1.59 -1.88 -0.6674
C 3.64 -1.21 -1.08 -0.6110
N 2.58 -0.53 -1.53 -0.0974
C 2.57 -0.18 -2.82 0.1408
Br 1.06 0.79 -3.39 0.0027
C 3.56 -0.50 -3.71 -0.7359
H 6.30 -2.09 -3.72 0.3319
H 5.52 -2.14 -1.47 0.4155
H 3.64 -1.46 -0.03 0.3671
H 3.52 -0.20 -4.74 0.5984
C -0.50 0.49 7.18 -1.4800
C -0.12 -0.79 6.44 -0.1121
C -1.09 -1.91 6.87 -1.3411
C -0.20 -0.75 4.93 0.5478
C -1.31 -0.22 4.28 -0.5165
C -1.61 -0.55 2.98 0.6457
C -2.94 -0.10 2.40 2.1237
C -3.29 1.33 2.84 -2.0337
C -4.10 -1.03 2.79 -1.3713
C -0.74 -1.45 2.27 0.9874
C 0.53 -1.77 2.85 0.7396
C 0.76 -1.41 4.16 -0.7632
C 1.57 -2.61 2.12 2.8459
C 3.00 -2.15 2.47 -2.2436
C 1.44 -4.10 2.45 -1.5699
C -1.49 -2.52 1.50 -0.8297
C -1.90 -3.52 2.41 -0.3381
C -2.83 -4.50 2.09 -0.8550
C -3.43 -4.48 0.85 -1.2567
C -3.03 -3.54 -0.07 -0.5460
C -2.02 -2.59 0.20 0.6706
P -1.52 -1.75 -1.31 0.4322
C -0.58 -3.05 -2.33 2.3795
C -1.43 -4.32 -2.54 -1.7571
C 0.67 -3.43 -1.54 -1.6907
C -0.19 -2.46 -3.69 -1.5015
C -2.96 -0.89 -2.21 2.3458
C -3.71 -1.89 -3.10 -1.6133
C -2.37 0.21 -3.07 -1.6302
C -3.90 -0.32 -1.15 -1.6387
H -0.40 0.32 8.25 0.4790
H -1.53 0.79 6.99 0.2969
H 0.16 1.32 6.91 0.3108
H 0.89 -1.09 6.73 0.4046
H -2.12 -1.65 6.61 0.2781
H -1.04 -2.05 7.95 0.4853
H -0.85 -2.86 6.38 0.3082
H -2.02 0.38 4.84 0.2856
H -2.84 -0.10 1.31 -1.7626
H -3.65 1.35 3.87 0.5318
H -4.09 1.72 2.21 0.5061
H -2.43 1.99 2.75 0.2751
H -4.17 -1.11 3.88 0.2504
H -3.99 -2.03 2.38 0.2528
H -5.04 -0.61 2.42 0.5145
H 1.67 -1.74 4.65 0.4256
H 1.41 -2.47 1.05 -1.8453
H 3.28 -2.48 3.47 0.5435
H 3.09 -1.07 2.42 0.1774
H 3.71 -2.61 1.77 0.6441
H 1.56 -4.27 3.52 0.3346
H 2.21 -4.67 1.93 0.5090
H 0.47 -4.50 2.15 0.3290
H -1.50 -3.48 3.41 0.4103
H -3.11 -5.24 2.83 0.4709
H -4.22 -5.18 0.60 0.4930
H -3.50 -3.54 -1.04 0.4437
H -1.64 -4.83 -1.61 0.3960
H -0.84 -5.00 -3.16 0.5803
H -2.36 -4.13 -3.07 0.3092
H 0.41 -3.86 -0.57 0.2003
H 1.33 -2.58 -1.41 0.0537
H 1.21 -4.19 -2.11 0.7483
H -1.05 -2.29 -4.33 0.3087
H 0.46 -3.18 -4.19 0.5335
H 0.35 -1.53 -3.58 -0.0235
H -3.06 -2.37 -3.83 0.3357
H -4.44 -1.30 -3.67 0.5287
H -4.26 -2.64 -2.55 0.4147
H -1.70 -0.18 -3.84 0.2855
H -1.84 0.96 -2.49 0.1335
H -3.19 0.73 -3.58 0.6139
H -4.30 -1.08 -0.48 0.2768
H -4.74 0.16 -1.66 0.6990
H -3.41 0.45 -0.56 0.0326
F -2.66 4.90 -1.10 -0.1703
C -2.62 3.92 -0.22 0.4631
F -3.69 3.15 -0.34 -0.1648
F -2.56 4.41 1.01 -0.1816
S -1.11 2.89 -0.54 1.4514
O -1.43 1.57 0.03 -1.4668
O -0.91 2.86 -1.96 -0.7600
N 0.01 3.62 0.27 -0.6267
S 1.44 3.55 -0.41 0.8946
O 2.44 4.07 0.45 -0.6531
O 1.67 2.19 -0.93 -0.5756
C 1.40 4.69 -1.92 0.4787
F 1.54 4.00 -3.03 -0.2019
F 2.40 5.54 -1.80 -0.1906
F 0.26 5.37 -1.94 -0.1899
Cl 3.54 3.97 3.76 -0.0299
C 2.43 2.63 3.86 0.6748
Cl 3.16 1.39 4.92 -0.0835
Cl 0.85 3.16 4.46 -0.0784
C 2.15 1.90 2.61 -0.5335
N 1.82 1.12 1.83 -0.2098
```

The following is a quantum chemistry calculation of a 10-piece molecular cluster, C38H49Cl2F27O18 overall at a distorted geometry, from the OMol25 dataset.

Calculated values
- 2S+1 = 1
- structure (SMILES) = CCOC(=O)C(F)(F)F.CCOC(=O)C(F)(F)F.CCOC(=O)C(F)(F)F.CCOC(=O)C(F)(F)F.CCOC(=O)C(F)(F)F.CCOC(=O)C(F)(F)F.CCOC(=O)C(F)(F)F.CCOC(=O)C(F)(F)F.CCOC(=O)C(F)(F)F.ClCCCl
- E_tot (eV) = -175475.9614
- HOMO-LUMO gap (eV) = 11.069
- strongest force on any atom (eV Å⁻¹) = 2.06

Structure (XYZ):
```
134
Properties=species:S:1:pos:R:3:mulliken_charge:R:1
C -0.83 3.83 4.20 -0.9743
C -1.71 2.71 4.75 0.1093
O -2.99 3.27 5.09 -0.2335
C -3.84 2.45 5.67 0.4020
O -3.69 1.29 5.83 -0.5183
C -5.18 3.14 6.02 0.8439
F -6.16 2.55 5.36 -0.2132
F -5.41 2.99 7.34 -0.2696
F -5.19 4.44 5.74 -0.2454
H 0.10 3.41 3.83 0.0318
H -0.56 4.46 5.05 0.3866
H -1.36 4.41 3.45 0.3797
H -1.25 2.35 5.67 0.2848
H -1.77 1.89 4.04 0.0351
C 6.16 0.29 -4.80 -1.4077
C 4.71 0.73 -4.78 0.2032
O 4.59 2.05 -4.26 -0.2732
C 4.30 2.23 -2.99 0.1034
O 3.81 1.41 -2.27 -0.2382
C 4.80 3.59 -2.47 0.9025
F 5.59 4.20 -3.34 -0.2605
F 3.77 4.36 -2.12 -0.2147
F 5.53 3.39 -1.34 -0.2456
H 6.55 0.26 -3.79 0.3030
H 6.73 1.00 -5.41 0.3538
H 6.24 -0.69 -5.27 0.4147
H 4.10 0.03 -4.21 0.0235
H 4.29 0.73 -5.79 0.3261
C -2.99 -0.54 1.28 -0.4556
C -4.41 -1.00 1.03 -0.6407
O -5.23 -0.68 2.14 -0.1961
C -6.18 -1.56 2.44 0.3380
O -6.53 -2.47 1.76 -0.5376
C -6.82 -1.24 3.81 0.8848
F -8.13 -1.01 3.62 -0.2593
F -6.69 -2.29 4.62 -0.2652
F -6.28 -0.19 4.40 -0.1843
H -2.39 -0.70 0.39 0.1491
H -2.53 -1.10 2.10 0.3026
H -3.02 0.51 1.58 0.2259
H -4.38 -2.07 0.84 0.3297
H -4.80 -0.59 0.09 0.3036
C -0.03 -1.20 -5.04 -1.0773
C 1.02 -0.58 -5.90 -0.2603
O 1.28 0.77 -5.45 -0.2975
C 0.39 1.68 -5.80 0.4108
O -0.47 1.51 -6.61 -0.5525
C 0.63 3.03 -5.11 0.9013
F -0.29 3.22 -4.17 -0.2321
F 1.85 3.13 -4.59 -0.2054
F 0.49 4.01 -6.01 -0.2891
H 0.27 -1.24 -3.99 0.1485
H -0.26 -2.22 -5.33 0.4247
H -0.98 -0.67 -5.06 0.4355
H 0.74 -0.50 -6.95 0.3486
H 2.01 -1.01 -5.85 0.2742
C -3.82 -6.03 2.08 -1.1307
C -2.50 -6.42 2.73 -0.2143
O -1.83 -5.22 3.13 -0.2357
C -0.64 -4.92 2.66 0.3235
O -0.17 -5.35 1.65 -0.6165
C 0.07 -3.87 3.55 0.9767
F -0.36 -3.89 4.80 -0.2381
F 1.38 -4.07 3.51 -0.2525
F -0.19 -2.66 3.01 -0.2226
H -4.32 -6.90 1.66 0.4083
H -3.67 -5.38 1.21 0.2764
H -4.47 -5.50 2.78 0.2997
H -1.91 -7.01 2.04 0.3206
H -2.71 -6.98 3.64 0.2707
C 0.48 -1.81 -0.12 -0.2498
C 1.73 -0.97 -0.28 -0.4807
O 1.50 0.41 0.07 0.3642
C 0.73 1.18 -0.67 0.2887
O 0.33 0.94 -1.77 -0.4711
C 0.43 2.54 0.04 0.3463
F 0.91 3.54 -0.69 -0.1928
F -0.89 2.63 0.23 -0.2145
F 0.99 2.61 1.25 -0.0094
H -0.22 -1.68 -0.93 0.2394
H -0.03 -1.49 0.79 -0.5821
H 0.73 -2.87 0.04 0.3804
H 2.23 -1.05 -1.24 0.1885
H 2.48 -1.26 0.46 0.1054
C 5.23 -0.35 0.79 -0.5432
C 6.05 0.87 1.09 -0.4465
O 5.15 1.95 1.37 -0.0428
C 5.70 3.10 1.70 0.2647
O 6.86 3.36 1.61 -0.5491
C 4.61 4.11 2.13 1.0150
F 3.52 3.49 2.59 -0.2677
F 5.07 4.88 3.11 -0.2789
F 4.27 4.85 1.09 -0.2473
H 4.61 -0.33 -0.10 -0.0277
H 4.62 -0.65 1.64 0.0513
H 5.89 -1.22 0.62 0.4507
H 6.61 1.11 0.18 0.2869
H 6.74 0.71 1.91 0.3841
C 0.44 -6.02 -1.50 -1.2253
C 1.25 -5.12 -2.41 0.1224
O 2.61 -5.22 -1.99 -0.2667
C 3.43 -4.23 -2.24 0.4616
O 3.14 -3.13 -2.60 -0.5253
C 4.90 -4.63 -2.08 0.8074
F 5.05 -5.83 -1.52 -0.2473
F 5.51 -4.65 -3.27 -0.2561
F 5.53 -3.73 -1.30 -0.2076
H 0.62 -5.79 -0.45 0.2577
H 0.74 -7.06 -1.67 0.4034
H -0.62 -5.91 -1.68 0.3949
H 0.89 -4.10 -2.28 0.0211
H 1.13 -5.37 -3.47 0.3437
C -7.52 4.79 -1.54 -1.1423
C -7.16 3.39 -2.01 -0.1947
O -5.80 3.04 -1.76 -0.1475
C -4.86 3.60 -2.51 -0.0058
O -5.01 4.57 -3.18 -0.5098
C -3.51 2.89 -2.42 1.1691
F -2.60 3.71 -1.87 -0.2468
F -3.58 1.80 -1.66 -0.2303
F -3.05 2.60 -3.63 -0.2730
H -7.08 5.04 -0.57 0.3139
H -8.58 5.01 -1.60 0.3732
H -7.13 5.60 -2.18 0.3061
H -7.51 3.22 -3.02 0.3153
H -7.74 2.74 -1.35 0.2588
Cl 0.23 0.34 2.81 0.0254
C 1.69 -0.21 3.68 -0.8407
C 2.74 0.87 3.55 0.2157
Cl 4.23 0.30 4.36 -0.1985
H 2.04 -1.14 3.25 0.2562
H 1.39 -0.43 4.70 0.6362
H 2.40 1.76 4.07 0.3048
H 2.99 1.12 2.52 -0.2304
```

The following is a quantum chemistry calculation of a 12-piece molecular cluster, C38H50N12 overall at a distorted geometry, from the OMol25 dataset.

Calculated values
- 2S+1 = 1
- structure (SMILES) = c1cc[nH]c1.c1cc[nH]c1.c1cc[nH]c1.c1cc[nH]c1.c1cc[nH]c1.c1cc[nH]c1.c1cc[nH]c1.CC#N.CC#N.CC#N.CC#N.CC#N
- E_tot (eV) = -58095.3533
- HOMO-LUMO gap (eV) = 7.973
- strongest force on any atom (eV Å⁻¹) = 1.46

Structure (XYZ):
```
100
Properties=species:S:1:pos:R:3:mulliken_charge:R:1
C 4.91 -19.55 18.81 -0.6512
C 5.67 -20.36 17.92 -0.0231
C 6.68 -19.58 17.43 -0.7375
N 6.60 -18.35 18.03 0.0061
C 5.49 -18.32 18.83 -0.5730
H 4.05 -19.89 19.37 0.3949
H 5.49 -21.38 17.62 0.6436
H 7.40 -19.76 16.65 0.3829
H 7.19 -17.56 17.86 0.1877
H 5.26 -17.45 19.42 0.3980
C 7.57 -30.61 13.00 -0.7086
C 7.22 -31.32 11.81 -0.6115
C 5.98 -30.88 11.42 -0.4258
N 5.59 -29.88 12.28 0.2315
C 6.52 -29.78 13.28 -0.2497
H 8.47 -30.70 13.59 0.4188
H 7.75 -32.13 11.34 0.3876
H 5.30 -31.20 10.65 0.4122
H 4.69 -29.41 12.31 0.4080
H 6.37 -29.10 14.11 0.3486
C 0.42 -28.35 19.85 -0.6961
C 1.33 -27.33 19.46 -0.4638
C 2.20 -27.90 18.56 -0.1976
N 1.87 -29.21 18.40 0.1730
C 0.75 -29.49 19.15 -0.5526
H -0.46 -28.26 20.46 0.3809
H 1.38 -26.34 19.87 0.5297
H 3.06 -27.49 18.06 0.0420
H 2.35 -29.89 17.84 0.2362
H 0.39 -30.50 19.18 0.4159
C 3.79 -25.36 9.40 0.1703
C 4.13 -24.47 8.35 -1.0215
C 5.50 -24.39 8.30 -0.4415
N 5.99 -25.25 9.24 0.0368
C 4.96 -25.83 9.94 -0.8305
H 2.80 -25.64 9.69 0.4524
H 3.46 -23.87 7.76 0.3954
H 6.14 -23.74 7.72 0.4199
H 6.95 -25.39 9.50 0.2012
H 5.23 -26.47 10.76 0.6272
C 5.39 -24.75 14.85 -0.3741
C 4.30 -24.54 15.75 0.1293
C 3.53 -25.67 15.68 -1.7098
N 4.12 -26.55 14.83 1.2058
C 5.25 -25.99 14.28 -1.1382
H 6.17 -24.02 14.72 0.5271
H 4.09 -23.60 16.22 0.4790
H 2.59 -25.87 16.17 0.3085
H 3.68 -27.43 14.59 0.3419
H 5.84 -26.52 13.56 0.1531
C -0.28 -23.82 14.95 -0.4379
C 0.66 -23.60 15.99 0.4668
C -0.04 -23.64 17.17 -1.4537
N -1.34 -23.93 16.89 0.1698
C -1.52 -23.97 15.52 -1.1165
H -0.12 -23.97 13.89 0.5170
H 1.72 -23.49 15.84 0.7572
H 0.30 -23.54 18.18 0.3925
H -2.09 -23.83 17.56 0.2092
H -2.48 -24.03 15.03 0.4251
C 3.24 -20.92 15.71 0.0412
C 4.29 -20.92 14.76 0.0207
C 3.76 -20.46 13.59 -1.2908
N 2.45 -20.16 13.79 0.1007
C 2.11 -20.47 15.09 -1.0584
H 3.17 -21.23 16.74 0.5652
H 5.32 -21.20 14.92 0.4477
H 4.23 -20.33 12.63 0.5022
H 1.80 -19.90 13.06 0.2636
H 1.10 -20.44 15.46 0.4458
C 1.34 -26.62 11.74 -0.4937
C 2.29 -27.67 12.05 0.5105
N 3.01 -28.51 12.35 -0.6690
H 0.95 -26.78 10.74 0.4320
H 1.83 -25.65 11.80 -0.3723
H 0.51 -26.59 12.43 0.3497
C 8.87 -24.86 14.00 -0.4493
C 10.29 -25.19 13.87 0.0993
N 11.40 -25.43 13.71 -0.3596
H 8.57 -24.88 15.05 0.2590
H 8.23 -25.53 13.44 0.1642
H 8.78 -23.82 13.67 0.3063
C -0.26 -27.09 16.61 -0.1040
C -0.01 -27.81 15.36 0.5066
N 0.18 -28.44 14.42 -0.5624
H -0.23 -27.85 17.41 0.0557
H -1.29 -26.76 16.66 0.4120
H 0.46 -26.33 16.87 -0.2411
C 3.38 -23.41 12.31 0.8154
C 2.07 -23.05 11.78 0.1377
N 1.03 -22.78 11.38 -0.6521
H 3.28 -23.49 13.39 -0.4523
H 4.20 -22.76 12.02 0.4272
H 3.66 -24.39 11.90 -0.1984
C 5.91 -27.12 17.61 -0.6557
C 5.28 -28.37 17.19 0.5637
N 4.76 -29.35 16.90 -0.5863
H 6.89 -27.00 17.13 0.2968
H 6.10 -27.22 18.68 0.4179
H 5.31 -26.25 17.40 0.0352
```

The highest E_tot belongs to which entry? C38H50N12